1.
Computed, not measured: a molecular structure, C7H58AgB2F8O22 in a non-equilibrium geometry, with ωB97M-V/def2-TZVPD.

XYZ file:
```
98
Properties=species:S:1:pos:R:3:forces:R:3:lowdin_spin:R:1
Ag -0.117 -0.226 -0.324 1.160 -0.214 0.324 0.77
B 3.355 0.419 -4.730 0.607 0.730 -0.679 0.00
F 2.444 0.764 -5.724 -1.199 0.702 -0.656 0.00
F 4.417 -0.040 -5.386 2.469 -1.081 -0.856 0.00
F 3.692 1.536 -3.981 -0.262 0.684 0.779 0.00
F 2.799 -0.569 -3.958 -1.219 -0.966 1.600 0.00
B 4.989 -1.550 -0.050 2.958 -0.526 -2.279 0.00
F 4.934 -1.062 -1.384 -1.088 0.333 0.277 0.00
F 5.456 -2.837 -0.114 -0.407 -1.786 0.042 0.00
F 5.960 -0.865 0.609 0.366 1.631 1.343 0.00
F 3.765 -1.507 0.555 -2.148 0.327 0.938 0.00
C -3.044 2.859 2.764 0.328 -0.591 1.260 0.00
O -3.582 1.983 1.797 -0.191 -0.350 -0.854 0.00
H -2.507 3.715 2.356 -0.320 -0.105 -0.343 0.00
H -3.858 3.178 3.415 0.368 0.280 0.252 0.00
H -2.284 2.260 3.265 0.085 0.443 0.727 0.00
H -4.282 1.475 2.214 -0.168 0.073 -0.180 0.00
C 0.775 -3.376 -3.800 -0.130 0.554 -0.724 0.00
O 0.869 -4.605 -3.175 -0.134 -1.416 0.739 0.00
H 1.403 -2.605 -3.355 0.185 -0.018 -0.155 0.00
H 1.063 -3.581 -4.831 0.088 0.500 -0.016 0.00
H -0.256 -3.020 -3.798 -0.283 0.269 -0.102 0.00
H 0.788 -4.513 -2.223 0.351 0.095 -0.295 0.00
C 0.382 4.170 2.952 0.232 1.092 2.280 0.00
O 0.178 3.814 1.660 -0.400 -0.460 -2.594 0.00
H 0.462 3.255 3.538 -0.051 0.270 0.173 0.00
H 1.254 4.803 3.116 0.531 -0.372 -0.120 0.00
H -0.427 4.831 3.265 -0.474 -0.306 0.623 0.00
H 0.037 4.612 1.145 0.116 -0.051 -0.183 0.00
C -2.704 -0.441 5.032 -1.726 -0.697 -1.492 0.00
O -1.444 -0.768 4.421 -0.263 0.965 1.217 0.00
H -3.069 0.581 5.133 1.313 0.619 0.097 0.00
H -3.366 -0.776 4.234 -0.501 -0.410 0.270 0.00
H -3.001 -0.957 5.945 0.715 -0.305 0.018 0.00
H -0.736 -0.495 5.009 0.391 0.104 -0.002 0.00
C 4.287 2.461 -1.110 1.193 0.072 -0.058 0.00
O 3.520 2.952 0.000 -0.514 -0.070 0.217 0.00
H 4.202 1.377 -1.183 -0.372 0.199 -0.170 0.00
H 4.053 2.994 -2.032 -0.356 -0.434 -0.012 0.00
H 5.335 2.661 -0.889 0.175 -0.082 -0.054 0.00
H 3.561 3.909 -0.052 -0.096 0.036 0.172 0.00
C 3.970 1.015 3.301 -0.378 -0.228 -1.137 0.00
O 3.758 2.362 2.920 -0.160 0.742 0.958 0.00
H 4.986 0.707 3.053 0.035 -0.201 0.247 0.00
H 3.725 0.831 4.347 0.195 0.434 0.071 0.00
H 3.273 0.431 2.701 0.096 -0.611 0.070 0.00
H 3.724 2.422 1.963 0.176 -0.110 -0.335 0.00
C -3.882 -2.871 1.451 0.778 -0.626 0.152 0.00
O -2.485 -2.768 1.156 -1.109 0.110 -0.786 0.00
H -4.208 -1.913 1.857 -0.617 -0.227 -0.048 0.00
H -4.405 -3.198 0.552 -0.167 0.801 -0.353 0.00
H -4.095 -3.732 2.084 0.105 0.308 0.724 0.00
H -1.973 -2.900 1.957 0.314 -0.427 0.378 0.00
O 1.200 -1.409 1.367 -0.611 -0.065 0.488 0.00
H 2.085 -1.468 1.005 0.900 0.094 -0.234 0.00
H 1.218 -1.977 2.137 -0.153 -0.136 0.185 0.00
O -1.296 0.401 1.694 0.496 -0.048 -0.223 0.02
H -1.379 -0.167 2.461 0.341 -0.351 0.358 0.00
H -2.163 0.795 1.593 -0.639 0.367 -0.415 0.00
O 0.144 1.024 -4.785 -1.373 -0.012 0.852 0.00
H 0.145 1.895 -5.181 0.066 0.137 -0.173 0.00
H 1.069 0.780 -4.738 0.727 -0.195 -0.697 0.00
O 1.400 -4.528 -0.444 -0.178 0.048 0.143 0.00
H 1.954 -4.509 0.336 0.491 0.149 0.120 0.00
H 0.717 -5.166 -0.239 -0.247 -0.391 0.118 0.00
O -3.494 3.962 -0.013 -0.011 0.467 -0.515 0.00
H -3.384 4.830 0.376 -0.119 0.351 -0.027 0.00
H -3.148 3.359 0.644 -0.194 -0.409 -0.224 0.00
O -3.440 -1.337 -3.575 0.071 -0.044 0.412 0.00
H -4.362 -1.316 -3.320 -0.417 0.132 -0.152 0.00
H -3.247 -2.266 -3.702 0.336 -0.305 -0.123 0.00
O 1.079 1.634 0.269 -1.319 -0.818 0.135 0.08
H 0.669 2.311 0.808 -0.387 0.335 0.399 0.00
H 1.992 1.912 0.189 1.016 0.002 -0.523 0.00
O 1.872 -0.530 -1.228 -0.280 0.169 -0.095 0.06
H 2.713 -0.941 -1.031 0.736 -0.366 0.295 0.00
H 1.906 -0.352 -2.168 0.200 0.152 -0.920 0.00
O -1.134 3.522 -1.494 0.260 0.167 -0.127 0.00
H -2.057 3.753 -1.382 -0.632 0.068 0.181 0.00
H -0.659 4.181 -0.989 0.257 -0.005 -0.098 0.00
O -0.349 1.074 -2.152 -0.381 -0.492 0.621 0.00
H -0.702 1.957 -2.039 -0.042 0.616 0.330 0.00
H -0.139 1.016 -3.084 0.190 -0.271 -1.509 0.00
O -2.440 -4.102 -1.196 -0.264 -0.255 -0.556 0.00
H -2.771 -3.803 -0.349 0.430 0.209 0.680 0.00
H -3.174 -4.573 -1.588 0.013 -0.271 -0.380 0.00
O -0.316 -2.449 -0.893 -0.220 1.035 0.006 0.06
H -1.025 -2.977 -1.260 -0.705 0.040 -0.263 0.00
H 0.399 -3.070 -0.754 0.943 -0.138 0.403 0.00
O -2.439 -0.638 -0.858 -0.459 0.448 0.382 0.00
H -2.877 -1.373 -0.428 0.209 -0.325 0.384 0.00
H -2.765 -0.659 -1.758 0.126 0.018 -0.792 0.00
O -1.213 -3.256 3.449 0.155 -0.521 -0.168 0.00
H -1.316 -2.406 3.879 0.024 0.738 0.370 0.00
H -0.958 -3.851 4.154 0.038 -0.389 -0.019 0.00
O -3.359 1.351 -4.139 -0.229 0.476 -0.108 0.00
H -3.668 1.668 -3.290 -0.035 0.193 0.189 0.00
H -2.980 0.493 -3.951 0.276 -0.305 -0.175 0.00
```
Positions in Å, forces in eV/Å.

Summary:
Spin multiplicity = 2
LUMO energy (spin up / spin down) = -1.2 / -3.6 eV
Max |F| = 3.77 eV/Å
HOMO level (spin up / spin down) = -9.288 / -9.288 eV
Gap between HOMO and LUMO (spin up / spin down) = 8.134 / 5.709 eV
Expectation value of S² = 0.75

2.
Computed, not measured: a molecular structure, C7H5AlNO4SbSe4, with ωB97M-V/def2-TZVPD.

XYZ file:
```
23
Properties=species:S:1:pos:R:3:forces:R:3:nbo_charge:R:1
Al 0.188 0.365 -0.190 -0.254 -0.027 0.035 1.69
O 3.612 -1.791 0.107 0.089 -0.262 0.137 -0.57
C 2.459 -1.240 0.212 0.187 0.660 -0.568 0.82
O 2.098 -0.215 -0.386 -0.013 -0.158 0.200 -0.65
C 1.477 -1.860 1.129 -0.504 -0.171 0.336 0.11
C 1.618 -2.959 1.959 0.033 0.098 -0.088 -0.13
C 0.539 -3.294 2.771 0.000 0.021 -0.020 -0.08
C -0.622 -2.522 2.755 -0.038 0.082 -0.018 -0.15
C -0.678 -1.439 1.896 0.540 -0.309 -0.085 0.10
N 0.350 -1.146 1.092 0.015 -0.398 0.305 -0.56
C -1.735 -0.406 1.699 -0.147 0.364 -0.202 0.82
O -2.856 -0.395 2.325 -0.137 0.074 0.001 -0.54
O -1.472 0.485 0.882 0.014 -0.095 0.071 -0.64
H 4.218 -1.327 -0.504 -0.068 0.084 -0.032 0.55
H 2.539 -3.525 1.974 0.014 -0.008 -0.001 0.29
H 0.606 -4.147 3.433 0.006 -0.008 0.007 0.28
H -1.443 -2.776 3.413 -0.016 0.011 -0.002 0.26
H -3.015 -1.122 2.947 0.052 -0.016 -0.009 0.53
Se -2.848 0.727 -4.893 -0.011 0.043 0.061 0.02
Sb -1.541 2.666 -4.094 -0.482 -0.118 0.387 0.93
Se -2.719 3.828 -2.245 0.100 -0.164 -0.128 -0.02
Se 0.019 3.514 -5.539 0.282 0.143 -0.226 -0.27
Se 0.018 1.714 -1.898 0.336 0.155 -0.163 -0.79
```
Positions in Å, forces in eV/Å.

Summary:
LUMO energy (spin up / spin down) = -9.0 / -9.0 eV
Max |F| = 0.89 eV/Å
HOMO level (spin up / spin down) = -13.914 / -13.876 eV
Gap between HOMO and LUMO (spin up / spin down) = 4.932 / 4.895 eV
Net charge = +2